#P
{"formula": "C3H6N3S", "method": "the ωB97M-V functional and the def2-TZVPD basis", "charge": 1, "orbital_gap_ev": [7.23, 7.23], "e_homo_ev": [-12.95, -12.94], "symbols": ["H", "C", "H", "H", "S", "H", "C", "N", "C", "N", "H", "H", "N"], "coordinates": [[2.30965, -0.28255, -0.77573], [0.15997, 1.17291, 0.00486], [-1.45306, 2.43734, -0.00974], [2.18734, -0.58806, 0.96662], [-3.42987, -0.33228, 0.00273], [1.01042, 1.84524, 0.01293], [1.70009, -0.74137, 0.00206], [0.38097, -0.15165, 0.00057], [-0.78505, -0.86839, -0.00466], [-1.90916, -0.24146, -0.00312], [-0.73414, -1.94552, -0.00380], [1.63469, -1.80976, -0.18893], [-1.07184, 1.50554, -0.00377]]}

=====

#Q
{"formula": "C3H6N3S", "method": "the ωB97M-V functional and the def2-TZVPD basis", "charge": 1, "orbital_gap_ev": 8.40, "e_homo_ev": -14.66, "symbols": ["H", "N", "H", "N", "H", "H", "H", "S", "C", "H", "C", "N", "C"], "coordinates": [[-1.76352, 0.84881, 0.21071], [-1.14906, -0.01316, 0.23630], [-1.06978, -1.97861, 0.55166], [3.17266, 0.83112, -0.70963], [0.18978, 2.45083, 0.24570], [-2.68856, -1.25379, 0.18170], [1.64287, 1.54609, 0.63067], [1.50364, -1.37798, -0.25899], [2.48694, -0.08651, -0.60779], [-1.46341, -1.50460, -1.12887], [0.07234, 0.34644, 0.28495], [0.65191, 1.49367, 0.47584], [-1.58581, -1.30231, -0.11224]]}

=====

Best to worst by energy: #Q, #P.

=====

#P
{"formula": "C5H15N2S", "method": "the ωB97M-V functional and the def2-TZVPD basis", "charge": 1, "orbital_gap_ev": 10.37, "e_homo_ev": -13.04, "symbols": ["H", "H", "C", "H", "H", "N", "N", "H", "H", "H", "S", "C", "C", "C", "H", "H", "H", "H", "H", "C", "H", "H", "H"], "coordinates": [[1.58421, 1.42107, 1.75755], [3.42788, 0.23526, 1.34989], [-1.12340, -1.89333, 0.05419], [-1.83473, 0.61416, 0.64284], [0.66271, -1.53890, 0.98205], [-0.28880, -1.12150, 0.95084], [1.39548, 0.77206, 1.01744], [-0.97716, 2.18801, 0.02117], [-0.75537, -2.11209, -0.89446], [3.11535, 1.14809, -0.12110], [0.45052, -0.05610, -1.42435], [0.25245, 0.52521, 0.33364], [2.65694, 0.37408, 0.52043], [-1.09027, 0.50014, -2.26090], [-1.71863, -0.39871, -2.08909], [-2.13810, -1.39119, -0.21586], [-1.58682, 1.33521, -1.82743], [-0.81204, 2.03554, 1.60600], [2.69677, -0.56702, -0.07198], [-0.93525, 1.36412, 0.73056], [-0.69228, -1.09217, 1.84545], [-0.91551, 0.56092, -3.29788], [-1.37394, -2.90285, 0.39101]]}

=====

#Q
{"formula": "C5H15N2S", "method": "the ωB97M-V functional and the def2-TZVPD basis", "charge": 1, "orbital_gap_ev": 9.70, "e_homo_ev": -12.64, "symbols": ["H", "H", "H", "N", "H", "C", "C", "C", "H", "S", "H", "H", "H", "H", "H", "H", "H", "H", "N", "H", "H", "C", "C"], "coordinates": [[1.95850, 1.30698, 3.52207], [1.76596, -0.31985, 3.65526], [2.21681, 2.42243, 1.27258], [1.81541, 1.62734, 0.79621], [-1.74327, 0.99419, 0.89449], [2.16125, 0.40768, 2.94051], [-0.64974, -0.30281, -0.48305], [-1.29513, -0.05344, -1.83105], [0.41809, -0.46006, -0.62671], [-1.34299, -1.65868, -2.69622], [-2.27417, 0.41845, -1.77770], [-0.34536, 1.57723, 0.32894], [-0.24818, -0.69738, 2.07075], [-0.65451, 0.59647, -2.42505], [3.21144, 0.21962, 2.74626], [2.42745, 1.34546, 0.04529], [-0.27326, 1.04001, 2.62592], [-0.92790, -1.27519, -0.06995], [-0.81682, 0.73148, 0.55631], [-2.41695, -1.43972, -3.46123], [1.75842, -0.39144, 1.03655], [1.44141, 0.48376, 1.59790], [-0.07967, 0.34212, 1.81205]]}

=====

Best to worst by energy: #Q, #P.

=====

#P
{"formula": "C3H4ClFS2", "method": "the ωB97M-V functional and the def2-TZVPD basis", "orbital_gap_ev": 8.44, "e_homo_ev": -9.11, "symbols": ["H", "C", "S", "C", "F", "H", "Cl", "H", "H", "S", "C"], "coordinates": [[-2.63574, -1.33424, -0.21602], [1.85611, 0.20220, 0.53463], [-0.09572, 1.90965, -0.48889], [-1.93743, -0.53026, -0.43452], [2.53483, 1.38579, 0.68232], [1.86821, -0.30108, 1.49597], [2.55258, -0.90468, -0.70527], [-2.37786, 0.42986, -0.20485], [-1.63627, -0.56259, -1.47606], [-0.53260, -0.83867, 0.60648], [0.40391, 0.54402, 0.20620]]}

=====

#Q
{"formula": "C3H4ClFS2", "method": "the ωB97M-V functional and the def2-TZVPD basis", "orbital_gap_ev": 8.21, "e_homo_ev": -9.09, "symbols": ["H", "F", "C", "S", "C", "Cl", "H", "S", "H", "H", "C"], "coordinates": [[2.44341, -1.49261, 0.92833], [-2.13742, 1.99676, 0.42073], [1.59664, -1.40517, 0.24890], [-1.75797, -0.77289, 0.89733], [-1.11848, 1.52874, -0.31500], [-1.80320, 1.27539, -1.99170], [0.74764, -2.00877, 0.58220], [1.05233, 0.29989, 0.06261], [-0.31976, 2.28425, -0.36440], [1.91519, -1.93356, -0.67835], [-0.61839, 0.22796, 0.20935]]}

=====

Best to worst by energy: #P, #Q.

=====

#P
{"formula": "C2H3N3O2", "method": "the ωB97M-V functional and the def2-TZVPD basis", "orbital_gap_ev": [7.01, 7.01], "e_homo_ev": [-8.24, -8.24], "symbols": ["N", "H", "C", "C", "O", "N", "O", "N", "H", "H"], "coordinates": [[0.28579, -2.00478, 0.23956], [0.67312, 1.46751, 0.10059], [0.10341, -0.57776, -0.24923], [1.06032, 0.45517, 0.26030], [-2.16874, 1.49243, -0.65633], [-0.54926, -1.54805, 0.96650], [-0.65738, -0.39811, -1.27255], [-2.04572, 0.38716, -0.41049], [1.30042, 0.35018, 1.31598], [1.99804, 0.37624, -0.29432]]}

=====

#Q
{"formula": "C2H3N3O2", "method": "the ωB97M-V functional and the def2-TZVPD basis", "orbital_gap_ev": 9.15, "e_homo_ev": -8.93, "symbols": ["N", "O", "N", "H", "H", "N", "C", "C", "O", "H"], "coordinates": [[1.80247, 0.03615, -0.34249], [-2.97440, -0.44751, 0.38041], [-0.50360, -0.77163, -0.13445], [-0.30524, -1.43231, -0.89372], [2.27390, 0.93291, -0.31284], [0.16805, 1.14789, 0.82659], [-1.87405, 0.00331, 0.28196], [0.51166, 0.10031, 0.12925], [-1.15294, 0.99080, 1.17847], [2.05414, -0.55992, -1.11317]]}

=====

#R
{"formula": "C2H3N3O2", "method": "the ωB97M-V functional and the def2-TZVPD basis", "orbital_gap_ev": 9.35, "e_homo_ev": -8.57, "symbols": ["H", "N", "N", "O", "C", "H", "O", "N", "C", "H"], "coordinates": [[-1.58068, 2.77851, 0.06426], [-0.30581, -1.28846, -0.45212], [-1.34074, 0.85197, -0.60951], [0.80170, 0.37504, 0.31247], [-0.47581, -0.01012, -0.20034], [-1.09609, -2.11336, -0.43507], [-0.81690, 2.08487, 0.19314], [0.86922, -1.76998, 0.08419], [1.45995, -0.69998, 0.51571], [2.33483, -0.63853, 1.27577]]}

=====

#S
{"formula": "C2H3N3O2", "method": "the ωB97M-V functional and the def2-TZVPD basis", "orbital_gap_ev": 7.96, "e_homo_ev": -9.53, "symbols": ["C", "O", "N", "H", "N", "N", "H", "O", "H", "C"], "coordinates": [[0.86877, 2.15382, 0.15992], [-1.81292, 2.28286, 0.87488], [-1.29843, 1.11806, 0.81030], [0.50940, -1.29592, -0.45013], [0.51011, -0.73940, 0.43268], [1.71354, 2.85066, -0.22903], [1.47804, -0.55574, 0.98470], [-1.87557, 0.07874, 0.76596], [-0.14941, -1.22777, 0.91725], [-0.02443, 1.33607, 0.67235]]}

=====

Best to worst by energy: #Q, #R, #P, #S.

=====

#P
{"formula": "C6H10N2", "method": "the ωB97M-V functional and the def2-TZVPD basis", "orbital_gap_ev": 8.67, "e_homo_ev": -8.14, "symbols": ["H", "H", "H", "C", "N", "N", "H", "H", "H", "C", "H", "C", "H", "H", "H", "C", "C", "C"], "coordinates": [[0.91249, -2.33387, 0.88943], [0.11520, -1.38745, -2.34421], [-2.85293, 0.07674, -1.03992], [-1.30271, 1.05756, -0.51224], [-2.52648, 1.04978, -0.97164], [-0.62206, -0.75347, -2.05796], [0.87518, 1.75951, 2.85738], [-0.86463, 2.02655, -0.22114], [-1.13355, -0.18756, -2.73248], [1.37229, -1.52963, 0.30579], [1.56441, 1.96532, 1.15338], [0.89811, 1.42750, 1.82289], [-0.57879, -0.05819, 2.07675], [1.67376, -1.94549, -0.66064], [2.27022, -1.20229, 0.84135], [0.41955, -0.39312, 0.12979], [-0.31246, -0.02419, -0.92263], [0.09240, 0.45230, 1.38610]]}

=====

#Q
{"formula": "C6H10N2", "method": "the ωB97M-V functional and the def2-TZVPD basis", "orbital_gap_ev": 8.56, "e_homo_ev": -8.23, "symbols": ["H", "H", "H", "H", "H", "N", "C", "N", "C", "C", "C", "H", "H", "H", "H", "C", "H", "C"], "coordinates": [[2.16844, -1.36221, 1.75484], [-3.23321, 0.39561, 0.82906], [2.18794, -2.56143, -0.40867], [2.79973, -0.21288, -0.60102], [-1.31832, -0.97080, 1.61622], [0.99822, -0.22918, -0.00548], [-1.84032, 1.65319, -0.33378], [-0.39643, 1.47446, -0.51689], [-1.26079, -0.25870, 0.91362], [-0.22233, 0.33042, -0.04550], [-2.24568, 0.51086, 0.46211], [1.83966, -0.86489, -1.84616], [1.66357, 1.17515, -1.31810], [-1.70513, 2.51533, 0.56831], [-2.48315, 1.97804, -1.29369], [1.27392, -1.59333, 0.43789], [-0.05681, -2.06518, 0.85818], [1.83068, 0.08553, -1.07095]]}

=====

#R
{"formula": "C6H10N2", "method": "the ωB97M-V functional and the def2-TZVPD basis", "orbital_gap_ev": [7.92, 7.92], "e_homo_ev": [-6.98, -6.98], "symbols": ["H", "C", "H", "H", "C", "C", "N", "C", "H", "C", "H", "N", "H", "H", "H", "H", "C", "H"], "coordinates": [[-0.39317, -2.07359, -1.32545], [-1.65524, 0.55745, 0.56956], [-2.19022, 0.43239, -0.33127], [2.02656, -1.25758, 2.18442], [1.36518, -0.91339, 1.31732], [0.89598, 0.33689, 1.25933], [0.00931, 1.25743, -0.97712], [-0.15361, 0.70939, 0.23821], [-2.01504, 1.40032, 0.99318], [0.57880, -1.93960, 0.63171], [0.75609, 1.45794, -2.76706], [0.98156, 1.10323, -1.81378], [-1.87633, -0.27120, 1.18126], [1.33156, 1.28530, 1.64293], [-0.69807, 1.85810, -1.23347], [0.83763, -0.84200, -0.88093], [0.30005, -1.61197, -0.63326], [0.23375, -2.82800, 1.10257]]}

=====

#S
{"formula": "C6H10N2", "method": "the ωB97M-V functional and the def2-TZVPD basis", "orbital_gap_ev": [7.66, 7.66], "e_homo_ev": [-7.07, -7.07], "symbols": ["C", "H", "H", "H", "H", "H", "H", "H", "C", "N", "C", "C", "C", "N", "H", "H", "H", "C"], "coordinates": [[1.76387, 0.06213, -1.26373], [-2.48375, 0.52990, 0.80062], [0.84912, -1.76803, -1.76912], [-1.26862, 1.77741, -0.63774], [1.65771, 1.07124, -0.88755], [2.70447, -0.18460, -1.73550], [-0.95882, 1.54531, -2.30773], [0.63829, -1.20773, 2.37307], [-0.90016, -0.18314, -1.25367], [-1.16008, 1.13127, -1.41259], [0.43698, -0.15926, 2.13537], [-0.46816, -0.89596, -0.14123], [-0.70504, -0.06087, 1.16449], [-1.78120, 0.50898, 1.54124], [0.19495, 0.35915, 3.06115], [1.34841, 0.24216, 1.68809], [-0.58861, -1.96873, -0.05022], [0.72062, -0.79922, -1.30494]]}

=====

Best to worst by energy: #P, #S, #R, #Q.

=====

#P
{"formula": "C6H10N2", "method": "the ωB97M-V functional and the def2-TZVPD basis", "orbital_gap_ev": 8.54, "e_homo_ev": -7.46, "symbols": ["H", "H", "H", "N", "H", "H", "C", "H", "H", "C", "C", "C", "H", "H", "H", "N", "C", "C"], "coordinates": [[-0.59706, -0.23472, 1.45367], [2.21585, -0.07969, -1.26739], [-0.96819, 1.86372, -0.72100], [0.54913, -1.36906, -0.46373], [-3.10577, -1.07310, 0.84492], [1.47216, 1.66168, 0.91652], [1.47609, -1.17341, 0.58849], [2.54590, -1.67563, 0.62369], [1.32112, 2.22603, -0.81189], [-2.34137, -0.58442, 0.04593], [0.98442, 1.36753, -0.02412], [-1.07914, 0.20313, 0.47441], [1.27846, -0.88810, 1.61232], [-2.97158, -0.27617, -0.78014], [-0.93808, -0.51529, -1.57844], [-0.48990, 1.38790, 0.11107], [1.48843, -0.10568, -0.46092], [-0.84049, -0.73473, -0.56339]]}

=====

#Q
{"formula": "C6H10N2", "method": "the ωB97M-V functional and the def2-TZVPD basis", "orbital_gap_ev": [7.02, 7.31], "e_homo_ev": [-6.33, -6.43], "symbols": ["H", "H", "H", "C", "N", "C", "H", "C", "H", "H", "C", "H", "H", "C", "N", "H", "H", "C"], "coordinates": [[-2.07482, 0.07166, -1.75670], [2.37697, 0.04886, -1.91545], [-0.79258, -2.27869, -0.47071], [1.03166, 0.47504, -0.33397], [0.68136, 0.51020, 0.98988], [-0.29899, -0.14053, -0.79983], [-1.18541, 1.50075, -1.58977], [-0.41606, -0.37306, 0.86661], [3.05013, -0.36149, -0.32908], [2.91357, 1.32948, -0.83173], [-1.67901, -0.21265, 1.64802], [-2.20653, -1.16361, 1.74566], [-1.46204, 0.15026, 2.65615], [-0.16893, -1.41426, -0.26412], [-1.15691, 0.49147, -1.69042], [-2.36998, 0.50765, 1.18475], [1.33891, 0.50766, 1.75980], [2.41865, 0.35126, -0.86910]]}

=====

#R
{"formula": "C6H10N2", "method": "the ωB97M-V functional and the def2-TZVPD basis", "orbital_gap_ev": 8.93, "e_homo_ev": -7.97, "symbols": ["H", "C", "H", "C", "H", "N", "H", "C", "C", "C", "H", "C", "H", "H", "H", "H", "H", "N"], "coordinates": [[-1.58324, -0.82186, -0.12435], [0.38335, -0.80009, -0.82396], [0.67102, 3.02815, -0.98867], [-0.18097, -0.84315, 1.47885], [-0.94522, -2.12345, -1.75057], [0.07950, 0.50550, -1.22510], [0.62059, -1.33121, 2.01165], [-0.67143, -1.35772, 0.14107], [0.15112, 1.16196, -0.08788], [0.19926, 2.61342, -0.02758], [0.84534, 2.98571, 0.79513], [-0.16067, -2.10698, -1.10490], [-0.97713, 2.79528, 0.06805], [0.63297, -2.85218, -1.12494], [-0.96078, -0.90793, 2.22891], [1.35213, -0.97465, -0.31992], [0.14924, 1.09182, 1.97635], [0.18781, 0.50959, 1.19293]]}

=====

Best to worst by energy: #R, #Q, #P.